Entry 1:
10
Properties=species:S:1:pos:R:3:lowdin_charge:R:1 method="wB97M-V/def2-TZVPD" total_charge=0 smiles=C#Cc1cnoc1 largest_force_ev_per_a=11.20 gap_ev=10.1 total_energy_ha=-322.1556 e_above_lowest_kj_mol=357.49 multiplicity=1
C 2.467 -0.086 0.101 0.0892
C 1.341 -0.120 -0.074 -0.1490
C -0.053 -0.040 -0.111 -0.2391
C -0.906 1.076 -0.138 -0.0525
N -2.196 0.707 0.142 0.1027
O -2.158 -0.696 -0.038 -0.0178
C -0.954 -1.097 -0.068 -0.1138
H 3.567 0.321 -0.022 0.1024
H -0.497 2.052 -0.006 0.1171
H -0.612 -2.117 0.213 0.1608

---

Entry 2:
10
Properties=species:S:1:pos:R:3:lowdin_charge:R:1 method="wB97M-V/def2-TZVPD" total_charge=0 smiles=N#Cc1ccco1 largest_force_ev_per_a=7.87 gap_ev=9.6 total_energy_ha=-322.2201 e_above_lowest_kj_mol=188.35 multiplicity=1
N 3.288 -0.203 0.168 0.1576
C 2.127 -0.250 -0.163 -0.1516
C 0.756 -0.245 -0.015 -0.2867
C 0.065 0.964 -0.077 0.0633
C -1.392 0.498 0.144 0.0170
C -1.266 -0.843 -0.020 -0.1471
O -0.040 -1.443 -0.041 0.0626
H 0.371 1.940 -0.267 0.0969
H -2.051 1.285 0.125 0.0717
H -1.858 -1.702 0.146 0.1162

---

Entry 3:
10
Properties=species:S:1:pos:R:3:lowdin_charge:R:1 method="wB97M-V/def2-TZVPD" total_charge=0 largest_force_ev_per_a=0.84 gap_ev="8.5 / 8.5" total_energy_ha=-322.0739 e_above_lowest_kj_mol=572.03 multiplicity=1
C -1.594 1.580 1.088 0.1131
C -0.329 1.596 0.906 -0.1650
C 0.168 0.556 0.196 -0.2426
C -0.140 -0.846 0.577 -0.1117
O 0.317 -1.638 -0.514 -0.0719
N 0.780 -0.824 -1.494 0.1040
C 0.734 0.416 -1.127 -0.0515
H -1.245 -0.810 0.660 0.1429
H 0.266 -1.224 1.517 0.1530
H 1.042 1.196 -1.810 0.1297

---

Entry 4:
10
Properties=species:S:1:pos:R:3:lowdin_charge:R:1 method="wB97M-V/def2-TZVPD" total_charge=0 largest_force_ev_per_a=0.53 gap_ev="7.6 / 7.6" total_energy_ha=-322.0440 e_above_lowest_kj_mol=650.47 multiplicity=1
C 1.519 1.021 -0.142 -0.0016
C 1.250 -0.328 -0.106 -0.0651
C 0.328 -1.188 -0.036 0.0633
C 0.137 0.919 0.192 -0.2003
O -0.869 0.806 -0.741 -0.0790
N -1.742 -0.270 -0.493 0.0569
C -1.052 -1.348 -0.204 -0.1497
H 2.290 1.577 0.367 0.0935
H -0.238 1.064 1.208 0.1662
H -1.623 -2.253 -0.045 0.1157

---

Question: Look up the multiplicity of the third one.
Answer: 1